w) This record from the Open Molecules 2025 dataset describes a cluster of 2 separate species, C2H3NO2 in total. The level of theory is ωB97M-V with the def2-TZVPD basis set.

Geometry as XYZ:
```
8
Properties=species:S:1:pos:R:3
O -1.05569 1.30066 0.67242
O -1.74651 -0.69331 -0.31601
N -0.82199 -0.86030 0.83124
C -1.19561 0.57660 -0.53198
C -0.12327 0.36897 0.44074
H -0.37944 -1.76212 0.69633
H -1.07912 1.10066 -1.37581
H 2.15741 0.37648 0.51522
```

Spin multiplicity: 1
Net charge: 0
HOMO-LUMO gap (spin up / spin down): 8.73 / 9.03 eV
LUMO level (spin up / spin down): -0.0494 / -0.0269 hartree
HOMO level (spin up / spin down): -10.071 / -9.765 eV

---

x) This record from the Open Molecules 2025 dataset describes the molecule C2H3NO2. The level of theory is ωB97M-V with the def2-TZVPD basis set.

Geometry as XYZ:
```
8
Properties=species:S:1:pos:R:3
O -1.12312 -1.00865 -0.38163
O -2.25249 1.03069 -0.08503
N -0.16318 -0.53242 0.69410
C -1.49242 0.10557 0.02656
C 0.99637 0.00019 0.06772
H 0.94419 0.45120 -0.99745
H 1.62212 -0.92998 -0.07810
H 1.46854 0.88339 0.75382
```

Spin multiplicity: 1
Structure (SMILES): CN1OC1=O
Net charge: 0
HOMO-LUMO gap: 10.99 eV
LUMO level: 0.0273 hartree
HOMO level: -10.246 eV

---

y) This record from the Open Molecules 2025 dataset describes the molecule C2H3NO2. The level of theory is ωB97M-V with the def2-TZVPD basis set.

Geometry as XYZ:
```
8
Properties=species:S:1:pos:R:3
O 0.80870 1.48503 -0.43756
O 0.72515 -2.16141 0.58964
N -0.56319 -0.26172 0.05731
C -0.31498 1.05783 -0.27597
C 0.64121 -1.00993 0.25088
H -1.52510 -0.57176 0.18373
H 1.41992 -0.24814 0.01367
H -1.19171 1.71010 -0.38170
```

Spin multiplicity: 1
Structure (SMILES): O=CNC=O
Net charge: 0
HOMO-LUMO gap: 10.77 eV
LUMO level: 0.0262 hartree
HOMO level: -10.060 eV

---

z) This record from the Open Molecules 2025 dataset describes a cluster of 2 separate species, C2H3NO2 in total. The level of theory is ωB97M-V with the def2-TZVPD basis set.

Geometry as XYZ:
```
8
Properties=species:S:1:pos:R:3
O 0.67954 -0.31082 0.96494
O -0.43335 1.48851 0.36815
N 2.00411 1.26231 -1.96286
C 0.44680 0.56219 -0.04941
C 1.27648 0.88161 -1.12960
H -0.85527 1.34874 1.20674
H 0.98759 -1.22056 0.75519
H -1.02918 -0.38660 -1.39209
```

Spin multiplicity: 1
Net charge: 0
HOMO-LUMO gap (spin up / spin down): 9.60 / 7.46 eV
LUMO level (spin up / spin down): -0.0150 / -0.0286 hartree
HOMO level (spin up / spin down): -10.010 / -8.235 eV

---

Result of the stability comparison: y) is the most stable of them.